A cluster of 2 separate species, C5H6O2 in total. Source: OMol25; level of theory: the ωB97M-V functional and the def2-TZVPD basis.

Positions of all 13 atoms, in Å:
O: -1.47 1.64 -0.82
O: -2.52 1.96 1.24
C: -1.97 1.79 0.22
C: 0.45 -1.19 -1.24
C: 0.49 0.02 0.97
C: 1.26 -0.41 -0.20
C: -0.12 0.32 1.97
H: -0.66 0.59 2.85
H: 2.08 -1.03 0.18
H: 1.11 -1.62 -1.99
H: -0.11 -2.00 -0.76
H: -0.27 -0.53 -1.75
H: 1.73 0.47 -0.67

Computed properties:
E_HOMO (hartree): -0.3715
Structure (SMILES): C#CCC.O=C=O
Net charge: 0
DFT total energy (a.u.): -344.569274
Kohn-Sham gap (eV): 10.9
Relative energy (zero: lowest compared OMol25 entry of this formula, charge and spin) (kcal per mole): 20.5

---

A cluster of 2 separate species, C5H6O2 in total. Source: OMol25; level of theory: the ωB97M-V functional and the def2-TZVPD basis.

Positions of all 13 atoms, in Å:
O: 0.28 -0.81 -2.06
O: -3.39 0.66 -0.33
C: -0.16 -0.01 0.92
C: 1.11 0.08 0.89
C: -1.47 -0.12 0.81
C: -2.21 0.78 -0.11
C: 2.42 0.11 0.77
H: -2.04 -0.90 1.31
H: 2.90 0.86 0.15
H: 0.01 -1.28 -1.25
H: 1.08 -0.35 -1.78
H: -1.59 1.57 -0.59
H: 3.05 -0.61 1.28

Computed properties:
E_HOMO (hartree): -0.3654
Structure (SMILES): C=C=C=CC=O.O
Net charge: 0
DFT total energy (a.u.): -344.488576
Kohn-Sham gap (eV): 8.9
Relative energy (zero: lowest compared OMol25 entry of this formula, charge and spin) (kcal per mole): 71.1

---

The molecule C5H6O2. Source: OMol25; level of theory: the ωB97M-V functional and the def2-TZVPD basis.

Positions of all 13 atoms, in Å:
O: 1.97 -1.91 -0.97
O: -1.71 2.29 -0.08
C: 0.07 1.25 0.85
C: -0.54 1.94 -0.23
C: -0.16 -1.10 -0.15
C: -0.20 -0.17 1.07
C: 1.19 -1.00 -0.82
H: 0.07 2.23 -1.11
H: -0.33 -2.14 0.14
H: -0.93 -0.80 -0.87
H: -1.25 -0.05 1.41
H: 1.46 0.03 -1.15
H: 0.36 -0.59 1.92

Computed properties:
E_HOMO (hartree): -0.3459
Net charge: 0
DFT total energy (a.u.): -344.443922
Kohn-Sham gap (eV): 8.3
Relative energy (zero: lowest compared OMol25 entry of this formula, charge and spin) (kcal per mole): 99.1

---

The molecule C5H6O2. Source: OMol25; level of theory: the ωB97M-V functional and the def2-TZVPD basis.

Positions of all 13 atoms, in Å:
O: -1.42 0.51 -1.40
O: -1.06 0.79 0.96
C: 0.43 -1.51 0.81
C: -0.98 1.29 -0.35
C: 0.24 1.01 0.40
C: 0.59 -1.49 -0.47
C: 1.06 -0.26 0.26
H: -1.37 2.30 -0.46
H: 0.08 -1.97 1.72
H: 2.13 -0.11 0.38
H: -1.01 -0.36 -1.30
H: 0.79 1.84 0.85
H: 0.51 -2.02 -1.41

Computed properties:
E_HOMO (hartree): -0.3550
Structure (SMILES): O[C@H]1O[C@H]1C1C=C1
Net charge: 0
DFT total energy (a.u.): -344.460767
Kohn-Sham gap (eV): 10.7
Relative energy (zero: lowest compared OMol25 entry of this formula, charge and spin) (kcal per mole): 88.6

---

A cluster of 2 separate species, C5H6O2 in total at a distorted geometry. Source: OMol25; level of theory: the ωB97M-V functional and the def2-TZVPD basis.

Positions of all 13 atoms, in Å:
O: 0.73 1.19 -0.48
O: -1.15 -2.33 -0.17
C: -2.09 1.11 -0.20
C: -1.24 -1.20 0.05
C: -1.76 -0.06 0.48
C: 1.02 0.09 -0.14
C: 2.46 -0.33 -0.01
H: -1.89 -0.25 1.54
H: 2.98 -0.21 -0.94
H: -1.94 1.04 -1.28
H: -2.66 1.99 0.18
H: 2.90 0.38 0.57
H: 2.63 -1.42 0.41

Computed properties:
E_HOMO (spin up / spin down) (hartree): -0.2543 / -0.2839
Net charge: 0
DFT total energy (a.u.): -344.432439
Kohn-Sham gap (spin up / spin down) (eV): 6.9 / 8.1
Relative energy (zero: lowest compared OMol25 entry of this formula, charge and spin) (kcal per mole): 106.3

---

A structure of composition C5H6O2 at a distorted geometry. Source: OMol25; level of theory: the ωB97M-V functional and the def2-TZVPD basis.

Positions of all 13 atoms, in Å:
O: 0.35 -1.40 1.17
O: -1.42 0.30 0.25
C: 0.16 0.08 -1.11
C: 0.69 1.04 1.26
C: 0.03 -1.57 -0.04
C: -0.13 0.92 0.06
C: -1.03 -0.71 -0.70
H: 0.52 -2.33 -0.67
H: 1.75 1.22 1.14
H: 0.22 1.51 2.12
H: 0.90 0.06 -1.89
H: -0.21 1.98 -0.28
H: -1.82 -1.13 -1.33

Computed properties:
E_HOMO (spin up / spin down) (hartree): -0.2907 / -0.3039
Net charge: 0
DFT total energy (a.u.): -344.376912
Kohn-Sham gap (spin up / spin down) (eV): 7.1 / 8.9
Relative energy (zero: lowest compared OMol25 entry of this formula, charge and spin) (kcal per mole): 141.2

---

A structure of composition C5H6O2 at a distorted geometry. Source: OMol25; level of theory: the ωB97M-V functional and the def2-TZVPD basis.

Positions of all 13 atoms, in Å:
O: -0.19 1.14 1.05
O: 1.10 -1.06 -0.08
C: -0.44 0.04 -1.10
C: -0.36 -1.01 0.05
C: 1.04 0.09 -0.90
C: -0.51 -0.20 1.41
C: 0.18 1.16 -0.29
H: 0.31 2.19 -0.62
H: -1.39 -0.11 2.07
H: -1.12 0.07 -1.96
H: 1.86 0.32 -1.57
H: 0.30 -0.61 2.01
H: -0.79 -2.02 -0.05

Computed properties:
E_HOMO (hartree): -0.3247
Net charge: 0
DFT total energy (a.u.): -344.484380
Kohn-Sham gap (eV): 9.9
Relative energy (zero: lowest compared OMol25 entry of this formula, charge and spin) (kcal per mole): 73.8

---

The molecule C5H6O2 at a distorted geometry. Source: OMol25; level of theory: the ωB97M-V functional and the def2-TZVPD basis.

Positions of all 13 atoms, in Å:
O: 0.32 -1.19 0.50
O: 2.50 -1.71 0.19
C: 1.63 -0.88 0.16
C: -1.79 -0.18 -0.32
C: -0.51 0.04 0.45
C: 0.43 1.08 -0.02
C: 1.65 0.55 -0.19
H: -2.40 -0.96 0.14
H: -0.55 -0.15 1.55
H: -1.56 -0.49 -1.34
H: -2.39 0.74 -0.37
H: 0.13 2.10 -0.21
H: 2.55 1.05 -0.53

Computed properties:
E_HOMO (hartree): -0.3757
Structure (SMILES): C[C@@H]1C=CC(=O)O1
Net charge: 0
DFT total energy (a.u.): -344.576470
Kohn-Sham gap (eV): 10.7
Relative energy (zero: lowest compared OMol25 entry of this formula, charge and spin) (kcal per mole): 16.0

---

The molecule C5H6O2. Source: OMol25; level of theory: the ωB97M-V functional and the def2-TZVPD basis.

Positions of all 13 atoms, in Å:
O: 2.10 0.53 -1.28
O: -0.41 1.69 -1.56
C: -1.68 -1.18 1.48
C: 1.61 0.18 -0.02
C: -0.72 0.63 -1.07
C: -0.67 -0.71 0.80
C: 0.11 -0.08 -0.05
H: -2.05 -2.19 1.35
H: 1.84 0.95 0.73
H: 2.14 -0.73 0.28
H: 1.61 1.32 -1.56
H: -1.68 0.12 -1.30
H: -2.20 -0.53 2.19

Computed properties:
E_HOMO (hartree): -0.3653
Structure (SMILES): C=C=C(C=O)CO
Net charge: 0
DFT total energy (a.u.): -344.518877
Kohn-Sham gap (eV): 10.3
Relative energy (zero: lowest compared OMol25 entry of this formula, charge and spin) (kcal per mole): 52.1

---

The molecule C5H6O2. Source: OMol25; level of theory: the ωB97M-V functional and the def2-TZVPD basis.

Positions of all 13 atoms, in Å:
O: -1.79 -1.53 -0.36
O: 0.47 -0.52 -1.65
C: 1.33 0.23 -1.23
C: -1.44 -1.05 0.83
C: -0.12 1.20 0.59
C: 1.26 1.07 0.02
C: -0.75 0.14 1.01
H: 2.27 0.33 -1.80
H: -1.84 -1.63 1.66
H: 1.72 2.04 -0.24
H: -1.90 0.24 1.44
H: -1.18 -1.12 -1.01
H: 1.96 0.60 0.73

Computed properties:
E_HOMO (hartree): -0.2858
Net charge: 0
DFT total energy (a.u.): -344.410541
Kohn-Sham gap (eV): 8.3
Relative energy (zero: lowest compared OMol25 entry of this formula, charge and spin) (kcal per mole): 120.1

---

A structure of composition C5H6O2. Source: OMol25; level of theory: the ωB97M-V functional and the def2-TZVPD basis.

Positions of all 13 atoms, in Å:
O: 1.92 1.61 -1.33
O: 0.68 -1.01 0.81
C: 0.84 -0.33 -0.45
C: -1.28 0.37 0.64
C: 1.66 0.94 -0.36
C: -0.74 -1.02 0.63
C: -0.67 -0.19 -0.62
H: -1.21 -0.28 -1.56
H: -0.78 1.14 1.22
H: -1.28 -1.93 0.88
H: -2.36 0.45 0.61
H: 1.99 1.22 0.66
H: 1.28 -0.99 -1.21

Computed properties:
E_HOMO (hartree): -0.3594
Net charge: 0
DFT total energy (a.u.): -344.504164
Kohn-Sham gap (eV): 10.7
Relative energy (zero: lowest compared OMol25 entry of this formula, charge and spin) (kcal per mole): 61.3

---

The molecule C5H6O2. Source: OMol25; level of theory: the ωB97M-V functional and the def2-TZVPD basis.

Positions of all 13 atoms, in Å:
O: -3.19 0.81 -0.53
O: 2.51 1.00 -1.13
C: -2.35 -0.05 -0.46
C: -1.66 -0.42 0.84
C: 0.90 -0.19 0.19
C: 2.30 -0.04 -0.20
C: -0.23 -0.26 0.60
H: 2.10 1.79 -0.76
H: -2.06 0.26 1.61
H: 2.65 -0.96 -0.67
H: -1.97 -0.59 -1.36
H: -1.88 -1.45 1.13
H: 2.89 0.10 0.72

Computed properties:
E_HOMO (hartree): -0.3640
Structure (SMILES): O=CCC#CCO
Net charge: 0
DFT total energy (a.u.): -344.513076
Kohn-Sham gap (eV): 10.7
Relative energy (zero: lowest compared OMol25 entry of this formula, charge and spin) (kcal per mole): 55.7

---

Please write out number 1 again, unchanged.
A cluster of 2 separate species, C5H6O2 in total. Source: OMol25; level of theory: the ωB97M-V functional and the def2-TZVPD basis.

Positions of all 13 atoms, in Å:
O: -1.47 1.64 -0.82
O: -2.52 1.96 1.24
C: -1.97 1.79 0.22
C: 0.45 -1.19 -1.24
C: 0.49 0.02 0.97
C: 1.26 -0.41 -0.20
C: -0.12 0.32 1.97
H: -0.66 0.59 2.85
H: 2.08 -1.03 0.18
H: 1.11 -1.62 -1.99
H: -0.11 -2.00 -0.76
H: -0.27 -0.53 -1.75
H: 1.73 0.47 -0.67

Computed properties:
E_HOMO (hartree): -0.3715
Structure (SMILES): C#CCC.O=C=O
Net charge: 0
DFT total energy (a.u.): -344.569274
Kohn-Sham gap (eV): 10.9
Relative energy (zero: lowest compared OMol25 entry of this formula, charge and spin) (kcal per mole): 20.5

---

Copy entry 12 word for word.
The molecule C5H6O2. Source: OMol25; level of theory: the ωB97M-V functional and the def2-TZVPD basis.

Positions of all 13 atoms, in Å:
O: -3.19 0.81 -0.53
O: 2.51 1.00 -1.13
C: -2.35 -0.05 -0.46
C: -1.66 -0.42 0.84
C: 0.90 -0.19 0.19
C: 2.30 -0.04 -0.20
C: -0.23 -0.26 0.60
H: 2.10 1.79 -0.76
H: -2.06 0.26 1.61
H: 2.65 -0.96 -0.67
H: -1.97 -0.59 -1.36
H: -1.88 -1.45 1.13
H: 2.89 0.10 0.72

Computed properties:
E_HOMO (hartree): -0.3640
Structure (SMILES): O=CCC#CCO
Net charge: 0
DFT total energy (a.u.): -344.513076
Kohn-Sham gap (eV): 10.7
Relative energy (zero: lowest compared OMol25 entry of this formula, charge and spin) (kcal per mole): 55.7

---

What did the ninth record say?
The molecule C5H6O2. Source: OMol25; level of theory: the ωB97M-V functional and the def2-TZVPD basis.

Positions of all 13 atoms, in Å:
O: 2.10 0.53 -1.28
O: -0.41 1.69 -1.56
C: -1.68 -1.18 1.48
C: 1.61 0.18 -0.02
C: -0.72 0.63 -1.07
C: -0.67 -0.71 0.80
C: 0.11 -0.08 -0.05
H: -2.05 -2.19 1.35
H: 1.84 0.95 0.73
H: 2.14 -0.73 0.28
H: 1.61 1.32 -1.56
H: -1.68 0.12 -1.30
H: -2.20 -0.53 2.19

Computed properties:
E_HOMO (hartree): -0.3653
Structure (SMILES): C=C=C(C=O)CO
Net charge: 0
DFT total energy (a.u.): -344.518877
Kohn-Sham gap (eV): 10.3
Relative energy (zero: lowest compared OMol25 entry of this formula, charge and spin) (kcal per mole): 52.1